{
  "formula": "C4H13NO",
  "method": "the ωB97M-V functional and the def2-TZVPD basis",
  "symbols": ["C", "C", "C", "H", "H", "H", "H", "H", "H", "H", "H", "N", "C", "O", "H", "H", "H", "H", "H"],
  "xyz": [[-1.8833, -1.2848, -0.7134], [-1.2721, -0.5412, 0.5840], [-2.0124, 0.7454, 0.7161], [-1.5933, -0.8535, -1.6894], [-1.4365, -2.2051, -0.7014], [-2.9875, -1.3828, -0.6479], [-1.5208, -1.2086, 1.4767], [-0.0745, -0.3691, 0.5423], [-1.8824, 1.2767, 1.7012], [-3.0472, 0.6749, 0.4293], [-1.5600, 1.4400, -0.0199], [2.4625, -0.6135, -0.4370], [2.1577, 0.7296, -0.4976], [2.2835, 1.2592, 0.7423], [2.1165, -1.1130, 0.4018], [3.4611, -0.7776, -0.3322], [1.1320, 0.8565, -0.9353], [2.9045, 1.2124, -1.1500], [2.7520, 2.1548, 0.5306]],
  "forces_ev_per_angstrom": [[0.33, 2.29, 0.99], [0.57, -1.54, -0.42], [1.32, 2.34, 0.40], [-0.24, 0.31, 0.60], [0.77, -2.73, -0.18], [0.74, 0.15, 0.06], [0.61, 0.70, -1.12], [-2.98, -0.58, 0.01], [-0.32, -0.69, -0.80], [-0.51, -0.18, 0.27], [-0.33, -0.07, 0.22], [0.90, -3.72, 0.26], [-0.58, 0.11, -2.25], [1.51, 4.80, 1.53], [-0.45, 0.76, -0.77], [-0.03, 0.31, -0.32], [0.63, 0.12, 0.39], [-0.50, -0.22, -0.37], [-1.45, -2.16, 1.49]],
  "lowdin_charge": [-0.107, -0.300, -0.178, 0.073, 0.013, 0.076, 0.109, 0.111, 0.085, 0.056, 0.072, 0.006, -0.489, -0.069, 0.086, 0.076, 0.114, 0.122, 0.142],
  "lumo_energy_ev": 0.80,
  "energy_ha": -290.13482,
  "total_charge": 0
}